(1)
Computed, not measured: C28H79F3HfN5O15S as an isolated structure, with wB97M-V/def2-TZVPD.

```
132
Properties=species:S:1:pos:R:3:forces:R:3
Hf 3.99675 19.60040 22.03208 1.84 -2.52 -5.55
C 5.88975 20.76716 17.82106 -0.67 -0.35 0.04
F 6.26592 21.95672 18.24644 0.40 0.15 -0.03
F 5.77673 20.74229 16.51337 0.33 -0.06 0.25
F 6.72630 19.83068 18.25016 0.22 0.02 -0.03
S 4.19995 20.42766 18.51299 -0.56 0.11 -0.81
O 3.55468 21.71032 18.60512 -0.01 0.19 0.31
O 3.60817 19.46636 17.64003 -0.14 -0.35 0.05
O 4.43469 19.81588 19.85875 0.24 0.43 1.62
C 5.13657 17.16106 19.82873 -0.22 0.03 0.08
O 5.34128 17.88710 21.09695 -0.72 -0.32 0.08
H 5.94564 17.45218 19.16736 -0.13 -0.06 -0.23
H 5.14098 16.08757 20.02773 0.38 0.07 0.09
H 4.16108 17.36583 19.39342 0.18 0.41 0.04
H 6.18667 17.44978 21.42051 0.51 0.25 0.25
C 3.11833 24.89195 19.95407 -0.01 0.97 0.30
O 3.90700 24.11087 20.88871 -0.37 0.14 -0.10
H 2.80139 24.28975 19.11043 0.16 -0.26 0.08
H 2.25384 25.36178 20.43954 -0.06 -0.47 0.07
H 3.68562 25.75665 19.59716 0.23 -0.35 -0.20
H 4.21952 24.74451 21.54505 0.06 -0.04 -0.01
C 7.67338 24.35610 19.50014 0.21 0.41 -0.49
O 8.58004 23.40236 20.05584 -0.13 0.09 0.13
H 8.09054 25.36186 19.55012 -0.15 0.03 0.22
H 7.53138 24.16370 18.43559 0.00 -0.23 0.07
H 6.69615 24.32569 19.99152 0.08 0.01 0.10
H 9.26414 23.88248 20.53290 0.00 -0.02 0.03
C 0.89130 22.87034 22.23450 -0.84 -0.08 -0.06
C 1.16830 21.58304 21.47009 0.93 -0.15 -0.15
C 0.46436 21.59676 20.11841 0.05 0.88 -0.11
O 0.77511 20.46338 19.34712 0.22 -0.65 0.49
C 0.17722 20.48767 18.02236 -0.29 -0.57 0.45
N 2.74716 21.47268 21.26952 -1.29 -0.02 1.41
H 1.69892 23.16134 22.90349 -0.02 -0.06 0.10
H -0.02055 22.74682 22.81977 0.09 0.05 0.13
H 0.68460 23.69628 21.55148 0.26 0.01 -0.01
H 0.81611 20.70855 22.02377 0.24 0.00 0.11
H 0.74309 22.51477 19.57712 0.19 -0.16 -0.01
H -0.61746 21.68794 20.27379 0.03 -0.18 0.19
H 0.80626 21.06542 17.35496 -0.05 0.10 -0.12
H -0.84432 20.86070 18.10326 0.13 0.32 -0.08
H 0.07551 19.45187 17.70571 0.34 0.03 -0.13
H 3.03083 22.39148 21.64584 0.48 -0.16 -0.42
H 2.88018 21.59437 20.24636 0.44 -0.15 0.19
C 9.29370 17.33177 19.67887 -1.30 0.79 -0.40
C 8.48028 16.19722 20.24666 -0.79 0.97 0.52
C 9.18863 14.90033 20.40640 0.72 -0.27 -0.28
O 8.26708 13.97367 20.90673 -0.28 0.34 0.08
C 8.74284 12.65240 20.90404 0.27 -0.94 0.02
N 7.87770 16.66379 21.54585 -0.37 -0.49 0.99
H 9.92373 17.81457 20.42548 0.55 -0.32 -0.20
H 8.55553 18.10311 19.40257 0.18 0.06 0.10
H 9.75324 17.11979 18.71781 0.54 -0.15 0.25
H 7.57476 16.06250 19.65302 0.37 -0.43 -0.46
H 10.06131 15.00535 21.07295 -0.11 -0.02 0.06
H 9.59632 14.60654 19.42831 -0.16 -0.13 0.04
H 8.03368 12.03852 21.45350 -0.01 0.07 0.08
H 9.72767 12.56570 21.37495 -0.07 0.11 0.08
H 8.82234 12.22836 19.89667 -0.03 0.27 -0.06
H 7.72044 15.80644 22.09231 -0.19 0.08 -0.28
H 8.57001 17.14295 22.12384 0.22 0.00 -0.45
C 2.22566 22.07323 13.90287 -0.10 0.21 0.45
C 3.41072 22.96763 13.58953 0.74 -1.38 -0.71
C 4.51637 22.70370 14.60724 -0.38 -0.12 0.10
O 5.59645 23.53624 14.29189 -0.63 0.20 -0.12
C 6.68803 23.46672 15.13508 0.81 -0.04 0.17
N 3.88901 22.54990 12.24088 0.57 0.76 0.54
H 1.36880 22.30262 13.27661 -0.06 0.07 0.03
H 1.95655 22.14349 14.96567 -0.18 0.05 -0.14
H 2.50660 21.03541 13.70798 0.00 0.00 0.00
H 3.21752 24.03754 13.55512 -0.34 0.01 0.05
H 4.78935 21.63929 14.52803 0.09 0.06 -0.04
H 4.15946 22.85887 15.64574 0.14 0.24 -0.09
H 7.32805 24.29834 14.84634 0.19 -0.07 0.15
H 7.24983 22.52864 15.01877 -0.03 0.01 -0.04
H 6.43857 23.56604 16.20217 -0.23 0.11 -0.06
H 4.25152 21.59900 12.31503 -0.33 -0.06 -0.03
H 4.74426 23.08977 12.08798 -0.29 0.03 -0.36
C 9.59508 21.31229 17.17406 0.39 -0.22 -1.22
C 10.33678 20.64107 18.33571 -0.89 0.78 -0.31
C 11.37924 19.67143 17.82698 0.04 -0.06 0.01
O 10.74015 18.68698 17.05326 -0.32 -0.17 -0.04
C 11.63473 17.74295 16.48234 0.47 0.35 0.40
N 10.98160 21.61862 19.21278 0.11 0.65 0.00
H 9.00353 20.60778 16.57602 -0.03 -0.07 0.32
H 10.32046 21.68810 16.43752 0.00 0.15 0.24
H 8.95839 22.15518 17.44710 0.04 -0.07 0.37
H 9.54436 20.11823 18.88980 0.43 -0.17 0.32
H 11.92197 19.19389 18.65283 -0.01 0.17 0.08
H 12.10748 20.23777 17.22512 0.00 -0.08 0.03
H 11.85734 18.00269 15.44787 -0.17 -0.20 -0.12
H 11.20468 16.75033 16.59321 -0.07 -0.05 -0.32
H 12.58656 17.75609 17.02573 -0.05 -0.11 -0.01
H 11.67185 22.14589 18.67208 0.22 -0.50 0.05
H 10.31989 22.36916 19.41180 -0.16 -0.51 0.07
C 7.80459 18.77435 24.64523 0.27 -0.80 -0.74
C 6.77766 19.56696 23.86709 -0.39 -0.66 -0.17
C 7.25547 19.94965 22.48735 0.07 0.24 0.72
O 6.10834 20.45972 21.76473 -0.77 0.91 0.74
C 6.32945 21.84196 21.28243 -0.39 -0.08 -0.69
N 5.49379 18.73730 23.73895 0.00 0.74 1.21
H 7.40828 18.27706 25.52993 0.05 0.57 0.34
H 8.71687 19.33613 24.82863 -0.13 0.13 0.38
H 8.11421 17.93071 24.01208 0.02 0.13 0.01
H 6.48329 20.49043 24.37359 -0.01 -0.07 0.09
H 7.72491 19.17773 21.88240 -0.19 -0.20 0.09
H 7.99361 20.72574 22.70356 -0.10 0.22 -0.66
H 6.13254 22.56073 22.07512 0.24 -0.11 0.19
H 5.63334 22.03104 20.46602 -0.12 -0.11 0.23
H 7.33287 21.91774 20.86593 0.04 0.04 0.26
H 5.18424 18.72597 24.72321 -0.40 0.15 -0.35
H 5.79188 17.75660 23.66423 -0.18 0.19 -0.75
C 2.39577 16.12641 16.30126 0.28 0.45 -0.15
C 3.69623 16.55952 15.63224 0.36 -0.15 0.71
O 3.76044 17.91725 15.24814 -0.23 0.30 -0.05
O 2.31028 16.55651 17.68343 0.19 0.04 0.24
H 2.35130 15.03836 16.28987 -0.15 0.05 0.20
H 1.54454 16.54789 15.76279 0.00 -0.17 -0.12
H 3.87822 15.94087 14.75458 -0.23 0.23 -0.23
H 4.53359 16.31429 16.31092 -0.16 0.03 0.04
H 3.73709 18.53361 16.00055 0.05 -0.67 -0.36
H 2.54057 17.49369 17.71175 -0.05 0.00 -0.28
C 1.66133 17.45927 20.97078 -1.81 1.06 1.47
C 2.56616 16.59501 21.76627 0.26 -0.46 -1.91
O 3.26066 17.41490 22.73270 -0.65 0.39 0.48
O 2.25988 18.79040 20.81328 -0.50 -0.31 0.08
H 0.75902 17.64311 21.57403 0.05 -0.04 -0.19
H 1.31110 17.01679 20.04221 0.59 0.04 -0.41
H 3.27352 16.17141 21.05544 0.38 -0.20 0.54
H 1.96160 15.79086 22.17865 0.25 0.05 0.56
H 3.36348 16.86068 23.51851 0.20 0.40 0.20
H 1.55934 19.31108 20.24713 1.08 0.27 0.09
```
Positions in Å, forces in eV/Å.

Computed properties:
total charge: +3



(2)
Computed, not measured: a 2-piece molecular cluster, C23H22N2O2 overall, with wB97M-V/def2-TZVPD.

```
49
Properties=species:S:1:pos:R:3:forces:R:3
C -3.03843 1.29342 1.64543 0.01 -0.05 0.04
N -2.52334 0.24530 0.76467 0.35 -0.67 -0.69
C -2.11496 -0.95640 1.36696 -0.22 0.64 -0.84
C -2.17193 -1.15844 2.74876 -0.19 0.38 0.29
C -1.76462 -2.34431 3.31739 -0.14 0.40 -0.28
C -1.28529 -3.37769 2.52195 0.26 -0.50 -0.42
C -1.21257 -3.21945 1.16227 -0.06 -0.13 0.38
C -1.62048 -2.01288 0.55228 -0.07 0.15 -0.39
C -1.54389 -1.83981 -0.83404 -0.26 0.08 0.33
C -1.94187 -0.64028 -1.43537 -0.05 0.05 0.37
C -2.43858 0.42671 -0.62882 0.08 -0.59 0.96
C -2.82027 1.61079 -1.27072 -0.14 0.38 0.05
C -2.72509 1.74275 -2.63690 -0.09 0.07 0.58
C -2.24423 0.70421 -3.42080 0.28 -0.60 -0.34
C -1.85781 -0.46945 -2.83256 -0.11 0.41 -0.19
H -3.34949 2.18074 1.10535 0.09 -0.22 -0.07
H -3.89964 0.91461 2.19290 -0.03 0.00 0.02
H -2.26453 1.58209 2.35420 0.02 0.04 0.04
H -2.54068 -0.37540 3.38510 -0.06 0.09 0.16
H -1.81600 -2.47073 4.38651 -0.05 0.03 0.13
H -0.96764 -4.30325 2.97663 -0.03 -0.09 -0.01
H -0.84240 -4.01857 0.54155 -0.02 -0.12 -0.17
H -1.17200 -2.64106 -1.45009 0.06 -0.22 -0.13
H -3.19591 2.44819 -0.71094 -0.04 0.08 0.05
H -3.02843 2.66445 -3.10455 -0.07 0.17 0.00
H -2.17712 0.82443 -4.48974 0.01 -0.03 -0.13
H -1.48875 -1.27675 -3.43885 0.06 -0.30 -0.06
C -1.32799 -4.32095 -6.53895 -0.48 0.18 0.12
C -1.48615 -4.90354 -5.14567 0.94 -0.57 -0.28
O -2.65904 -4.46415 -4.50096 -0.39 0.06 0.11
C -2.79516 -5.13082 -3.30522 -1.02 -0.20 2.00
C -3.77933 -4.61878 -2.39454 0.55 0.93 -1.56
C -3.96041 -5.08465 -1.09192 0.22 -0.22 0.01
C -3.33103 -6.24491 -0.60268 0.34 -0.22 -0.18
C -3.52391 -6.63071 0.68888 -0.06 -0.03 0.34
N -4.27469 -5.97599 1.56877 -0.13 0.02 0.73
C -4.85773 -4.86751 1.11599 -0.22 -0.06 0.37
C -4.75788 -4.39373 -0.15918 0.22 0.10 -0.28
O -2.08302 -6.08230 -2.99808 0.70 0.02 -1.09
H -0.31700 -4.44304 -6.93090 0.00 -0.13 0.21
H -2.01477 -4.79172 -7.24211 -0.05 -0.01 0.00
H -1.55499 -3.25526 -6.53382 0.03 0.12 0.01
H -1.51280 -6.00350 -5.15938 0.28 0.36 -0.19
H -0.65506 -4.61436 -4.48513 0.14 -0.14 -0.35
H -4.35302 -3.77940 -2.73905 -0.28 0.35 -0.04
H -2.68360 -6.80607 -1.25183 -0.09 -0.09 0.07
H -3.03958 -7.52087 1.05709 0.12 -0.28 0.10
H -5.45706 -4.32803 1.83273 -0.18 0.15 0.24
H -5.23708 -3.47359 -0.44857 -0.23 0.19 -0.04
```
Positions in Å, forces in eV/Å.

Computed properties:
total charge: 0



(3)
Computed, not measured: one molecule with the formula C17H14BrN3O6, with wB97M-V/def2-TZVPD.

```
41
Properties=species:S:1:pos:R:3:forces:R:3
C 3.19589 1.84159 -1.76078 0.56 -0.05 -0.48
O 2.24894 2.28055 -0.80458 -0.14 0.24 0.49
C 1.78747 1.48119 0.15678 -0.36 -0.04 0.07
C 0.56107 1.89314 0.73286 0.23 -0.42 -0.05
O 0.12740 3.14967 0.36591 0.51 0.01 0.18
C -1.17260 3.38513 0.08271 -0.47 0.06 -0.23
C -1.37175 4.83812 -0.23220 -0.02 -0.08 -0.03
O -2.02329 2.54041 0.08446 0.03 0.10 0.04
C -0.11222 1.09251 1.62994 0.13 0.15 -0.05
C 0.37111 -0.17426 1.92195 0.31 0.07 -0.05
C 1.57382 -0.61755 1.39744 0.18 0.40 -0.11
C 1.97317 -2.00738 1.70247 -0.21 0.00 -0.03
N 2.23467 -2.95696 0.90370 0.04 -0.65 0.75
N 2.27318 -2.77950 -0.44204 0.35 -0.14 -0.54
C 1.58968 -1.90183 -1.24724 -0.06 0.05 -0.09
O 2.09511 -1.47546 -2.26921 0.00 -0.03 -0.02
C 0.17477 -1.62414 -0.88469 -0.44 0.05 -0.19
C -0.43055 -0.48296 -1.40781 0.22 -0.27 0.05
C -1.75634 -0.20466 -1.14419 -0.21 -0.04 0.04
C -2.47858 -1.08055 -0.35085 -0.05 0.02 -0.02
Br -4.28982 -0.69483 0.05351 0.09 -0.01 -0.02
C -1.90828 -2.24359 0.14334 -0.12 0.02 0.03
C -0.58335 -2.51844 -0.13157 0.08 0.06 -0.18
C 2.33943 0.26423 0.60230 -1.09 0.28 0.26
N 3.74204 0.01504 0.44200 0.64 -0.09 -0.03
O 4.46417 0.99521 0.44391 0.21 0.15 0.17
O 4.14787 -1.12679 0.40186 0.21 0.08 -0.07
H 3.04011 2.47922 -2.63016 -0.04 -0.09 0.04
H 4.21804 1.97087 -1.39178 -0.28 0.02 -0.16
H 3.03521 0.79514 -2.03825 -0.05 0.05 0.05
H -2.29130 4.96863 -0.79451 -0.01 -0.04 0.02
H -1.44886 5.38890 0.70380 0.02 0.05 0.06
H -0.51918 5.22102 -0.78507 0.03 0.06 -0.02
H -1.03522 1.43512 2.06865 -0.07 0.02 -0.03
H -0.19838 -0.82863 2.56242 -0.06 -0.09 0.05
H 1.94647 -2.29702 2.74525 0.03 -0.04 0.12
H 3.11853 -3.17455 -0.84225 -0.25 0.15 0.01
H 0.15193 0.17604 -2.03373 0.07 0.07 -0.07
H -2.22529 0.68412 -1.53404 -0.02 0.03 0.00
H -2.49909 -2.92982 0.73038 -0.05 -0.04 0.03
H -0.14464 -3.43505 0.23285 0.05 -0.05 0.03
```
Positions in Å, forces in eV/Å.

Computed properties:
total charge: 0
structure (SMILES): COc1c(OC(C)=O)ccc(/C=N\NC(=O)c2ccc(Br)cc2)c1[N+](=O)[O-]



LUMO energy, record by record: -10.74 -2.34 -0.69 eV
Energy relative to the best compared isomer or geometry (same formula, charge and spin), record by record: 0.0000 3.3804 5.3003 eV
Gap between HOMO and LUMO, record by record: 0.108 0.119 0.304 Ha